The following is a quantum chemistry calculation of a molecular structure, C11H26ClINOP2Ru, from OMol25.

```
! RIJCOSX wB97M-V def2-TZVPD def2/J DEFGRID3
* xyz 3 5
C -0.00133 0.42041 -4.77968
C -0.02880 0.60972 -3.27004
H 0.00965 1.41321 -5.28704
H -0.85016 -0.08417 -5.23835
H 0.86299 -0.08913 -5.20430
O -0.02000 1.58644 -2.61629
I 0.04436 -2.82366 -3.12637
Ru -0.02460 -0.74088 -1.41269
P 1.95053 0.04904 -0.72266
C 1.99471 1.45012 0.45021
C 2.88598 -1.30379 0.03250
H 3.67132 -1.59111 -0.67399
H 3.95787 0.87614 -1.70068
H 2.22856 -2.16448 0.22609
H 3.04294 -0.19808 -2.82962
H 1.41570 1.24668 1.36383
H 3.33711 -0.95294 0.97285
C 2.96355 0.61718 -2.09971
H 3.03420 1.66231 0.73087
H 2.47002 1.48915 -2.52873
H 1.57215 2.33296 -0.04350
P -2.02190 0.05966 -0.81576
C -2.10518 1.49976 0.31392
C -2.97873 0.61323 -2.24106
H -2.39540 -2.14575 0.12060
H -3.80894 -1.50165 -0.78406
H -3.45524 -0.89541 0.86928
C -3.01476 -1.25699 -0.07053
H -3.03343 -0.21488 -2.96239
H -3.98254 0.88455 -1.89156
H -3.15255 1.77063 0.48802
H -1.59417 2.34441 -0.16261
H -2.46731 1.47406 -2.67302
H -1.62046 1.29127 1.28665
Cl -0.06578 -2.88189 0.05955
C 0.63869 -0.10761 4.54250
C -0.35261 -0.91038 3.68725
C -0.14713 -0.90522 2.20514
N -0.01557 -0.79182 1.04953
H 1.66229 -0.52972 4.44623
H 0.41834 -0.06961 5.60598
H 0.67751 0.94894 4.18813
H -0.34152 -1.94604 4.02446
H -1.35996 -0.53465 3.89696
*
```

## Properties
gap between HOMO and LUMO (alpha / beta) = 5.942 / 5.242 eV
E = -57116.3791 eV
<S²> = 6.04
lowest unoccupied orbital energy (alpha / beta) = -13.1 / -13.9 eV
HOMO energy (alpha / beta) = -19.091 / -19.124 eV


The following is a quantum chemistry calculation of a molecular structure, C11H26LaN2O2P2S, from OMol25.

```
! RIJCOSX wB97M-V def2-TZVPD def2/J DEFGRID3
* xyz 2 2
La 0.03416 -0.07214 0.43466
P 0.99414 2.47085 0.27568
P 2.15797 -1.85022 0.47434
N -1.71699 0.94532 -0.86340
N -0.98233 -1.74814 -0.80442
H -3.58118 0.29382 -1.71709
H -3.01132 -2.19485 -1.35540
H -3.27263 -0.22730 -0.04724
C -2.79854 -0.04378 -1.02124
H -2.06753 -1.32853 -2.59716
C -2.22179 -1.43071 -1.50348
H -2.44276 2.75266 -1.76925
H -0.76890 -3.87970 -1.05090
C -1.63578 2.22537 -1.22948
C -0.31524 -2.91361 -0.70132
H -0.70454 4.02044 -0.43616
C -0.43313 3.07721 -0.94679
H 0.13523 3.29638 -1.87386
H 3.14544 -1.18331 -0.40799
H 2.39428 -1.69214 1.95681
H 2.28739 2.64928 -0.32622
H 0.85590 3.16482 1.51679
O 1.05684 0.42378 -1.60485
C 0.72315 0.12335 -2.95114
C 1.02120 1.26416 -3.92515
C 1.40316 -1.17263 -3.38036
H -0.37134 -0.04953 -3.02163
H 0.41261 2.13199 -3.67722
H 2.07195 1.54264 -3.82120
H 0.82900 1.00008 -4.98655
H 1.19953 -1.96274 -2.65819
H 1.08810 -1.52619 -4.38290
H 2.48448 -0.99651 -3.38474
C 1.02124 -3.05667 -0.10480
H 1.37899 -4.07262 0.01547
C -2.17251 -0.86910 4.31570
S -1.44225 -0.43703 2.75650
C -1.96582 1.28546 2.60890
O 0.10885 -0.38117 2.89658
H -3.24820 -0.75996 4.17119
H -1.74267 -0.12872 5.03836
H -1.86367 -1.91580 4.51379
H -1.58146 1.83620 3.47042
H -1.68140 1.79491 1.66865
H -3.06246 1.22834 2.62440
*
```

## Properties
gap between HOMO and LUMO (alpha / beta) = 8.267 / 5.372 eV
E = -49156.2031 eV
<S²> = 0.78
lowest unoccupied orbital energy (alpha / beta) = -6.1 / -9.0 eV
HOMO energy (alpha / beta) = -14.415 / -14.344 eV
ΔE to the lowest compared entry with this formula, charge and spin = 460.8 kJ/mol


The following is a quantum chemistry calculation of a molecular structure, C11H26LiNO11P, from OMol25.

```
! RIJCOSX wB97M-V def2-TZVPD def2/J DEFGRID3
* xyz -1 1
C -4.91557 -2.52696 -1.12627
N -3.75057 -2.00296 -2.06027
C -2.72457 -3.05296 -2.26027
C -4.46457 -1.55396 -3.29027
C -3.27057 -0.90696 -1.18927
C -2.16657 -0.07696 -1.82727
O -1.78257 0.90704 -0.92227
H -5.84957 -1.84396 -1.21927
H -4.69957 -2.83696 -0.05127
H -5.25657 -3.36896 -1.62527
H -1.78257 -2.74796 -2.86827
H -2.99657 -4.01696 -2.45627
H -2.15857 -3.12996 -1.46827
H -3.68857 -1.14696 -3.95527
H -5.23157 -0.61396 -3.09027
H -4.96757 -2.41296 -3.93227
H -2.85457 -1.22196 -0.33927
H -4.03257 -0.15296 -0.76427
H -2.28057 0.49704 -2.67827
H -1.20857 -0.56996 -2.09327
H -1.19957 0.41004 -0.28227
Li 1.22943 0.09604 1.42973
P -0.25557 -1.93496 0.75773
O 1.07943 -1.82896 1.39773
O -0.37857 -0.30096 0.56673
O -1.33757 -2.45096 1.63873
O -0.21457 -2.35296 -0.58927
C 4.07143 3.84804 0.61473
O 3.73143 3.23004 -0.69827
C 2.84443 2.25104 -0.68527
O 2.24843 1.89704 0.31973
O 2.63343 1.69204 -1.88527
C 1.80743 0.52504 -1.98027
H 3.16343 4.09004 1.04873
H 4.73243 4.62904 0.48673
H 4.85443 3.31704 1.03373
H 0.78043 0.57704 -1.73327
H 2.00943 -0.33296 -1.34527
H 1.92643 0.21504 -2.99127
C 2.09643 3.45704 4.08973
O 3.12043 2.63504 3.61973
C 3.00443 1.24804 3.42173
O 1.88843 0.60904 3.47673
O 4.06543 0.63304 3.10573
C 4.13843 -0.76796 2.96273
H 2.30543 4.52004 4.07773
H 1.78243 3.10804 5.01573
H 1.33643 3.22504 3.33173
H 5.29643 -1.02696 2.91773
H 3.37043 -1.37696 2.06473
H 3.95143 -1.05896 4.02973
*
```

## Properties
gap between HOMO and LUMO = 4.531 eV
E = -45332.3877 eV
lowest unoccupied orbital energy = 2.2 eV
HOMO energy = -2.291 eV
ΔE to the lowest compared entry with this formula, charge and spin = 13.8 kJ/mol


- Number 2 is which compound?
  C11H26LaN2O2P2S


- What is the formula in the third record?
  C11H26LiNO11P


- The highest E belongs to which entry?
  C11H26LiNO11P


- Among the records above, which one has the lowest E?
  C11H26ClINOP2Ru